No. 1
The following is a quantum chemistry calculation of a gas-phase ion, C6H9N4 (charge +1) in a non-equilibrium geometry, from the OMol25 dataset.

**Orbital gap (alpha / beta)**: 8.376 / 8.376 eV
**SMILES**: C=N/[NH+]=N/C=N\C=C=CC
**LUMO (alpha / beta)**: -5.84 / -5.84 eV
**HOMO energy (alpha / beta)**: -14.216 / -14.215 eV
**Charge**: +1

Each line ends with the natural charge from an NBO analysis.
Positions of all 19 atoms, in Å:
C: 0.8430 2.4306 -0.7860  -0.004
N: 0.2125 1.5602 -0.1255  -0.281
N: 0.8808 0.5834 0.5700  -0.121
N: 2.1987 0.6209 0.7410  -0.280
C: 2.9467 -0.4368 0.5692  0.286
N: 2.6023 -1.3573 -0.2871  -0.355
C: 1.4362 -1.5555 -0.8266  0.067
C: 0.2394 -1.2155 -0.2258  0.109
C: -1.0229 -1.4519 0.0103  -0.130
C: -2.0991 -0.5538 0.4803  -0.670
H: 0.2480 3.1509 -1.3226  0.222
H: 1.9264 2.5073 -0.8285  0.201
H: 0.3468 0.3263 1.4079  0.438
H: 3.9490 -0.4209 0.9661  0.232
H: 1.4376 -1.9028 -1.8581  0.243
H: -1.3262 -2.4898 -0.1300  0.272
H: -2.9273 -0.6190 -0.2264  0.269
H: -1.7886 0.4846 0.5535  0.245
H: -2.4864 -0.9043 1.4387  0.257

***

No. 2
The following is a quantum chemistry calculation of 2 unconnected molecules or ions with the total composition C6H9N5O in a non-equilibrium geometry, from the OMol25 dataset.

**Orbital gap**: 7.893 eV
**SMILES**: O=CC1CNC1.c1nncnn1
**LUMO**: -1.38 eV
**HOMO energy**: -9.277 eV

Each line ends with the natural charge from an NBO analysis.
Positions of all 21 atoms, in Å:
O: 3.6384 1.5436 -3.4224  -0.516
C: 2.9478 1.5926 -2.4316  0.444
C: 1.9660 0.5349 -2.0249  -0.352
C: 0.5976 1.1312 -1.6231  -0.203
N: 1.0535 1.1635 -0.2256  -0.623
C: 2.0908 0.1647 -0.5297  -0.204
H: 2.9887 2.4466 -1.7240  0.114
H: 1.9742 -0.2863 -2.7592  0.226
H: -0.2225 0.4132 -1.8217  0.179
H: 0.3239 2.1169 -2.0460  0.193
H: 0.3622 0.8815 0.4778  0.369
H: 1.7864 -0.8810 -0.3530  0.179
H: 3.0612 0.3446 -0.0401  0.191
C: -1.2260 -1.4100 2.5539  0.162
N: -2.0759 -2.3850 2.2532  -0.174
N: -3.1045 -2.0515 1.4869  -0.174
C: -3.1717 -0.7800 1.1049  0.161
N: -2.3215 0.1866 1.4067  -0.186
N: -1.2922 -0.1424 2.1772  -0.195
H: -0.3906 -1.6741 3.1944  0.203
H: -4.0325 -0.5091 0.4650  0.206

***

No. 3
The following is a quantum chemistry calculation of a single C6H9NO molecule in a non-equilibrium geometry, from the OMol25 dataset.

**Orbital gap**: 8.838 eV
**SMILES**: C1OC12C[C@@H]1N[C@H]1C2
**LUMO**: 0.83 eV
**HOMO energy**: -8.003 eV

Each line ends with the natural charge from an NBO analysis.
Positions of all 17 atoms, in Å:
C: -1.5102 1.5193 -0.6569  -0.102
O: -1.2702 0.7252 -1.6878  -0.486
C: -0.5321 0.4123 -0.6194  0.241
C: -0.7572 -1.2596 0.0421  -0.401
C: 0.7503 -1.3756 0.4030  -0.103
N: 1.7221 -1.1661 1.3135  -0.555
C: 1.1772 0.0114 1.0093  -0.066
C: 0.9130 0.7796 -0.5088  -0.395
H: -0.9435 2.4539 -0.8320  0.167
H: -2.5378 1.5284 -0.1404  0.188
H: -1.3888 -1.3566 0.8790  0.200
H: -0.9881 -2.1487 -0.8806  0.224
H: 1.1701 -1.2061 -0.6578  0.167
H: 1.2227 -1.2002 2.3779  0.365
H: 0.2950 0.3843 1.7070  0.149
H: 1.6049 0.1701 -1.2684  0.212
H: 1.0727 1.7283 -0.4799  0.194

***

No. 4
The following is a quantum chemistry calculation of a single C6H9NO molecule in a non-equilibrium geometry, from the OMol25 dataset.

**Orbital gap**: 9.354 eV
**SMILES**: [H]/N=C(\C)CC(C)=C=O
**LUMO**: 0.86 eV
**HOMO energy**: -8.499 eV

Each line ends with the natural charge from an NBO analysis.
Positions of all 17 atoms, in Å:
H: 2.4480 0.7695 1.5669  0.336
N: 1.5925 0.2114 1.5209  -0.623
C: 1.2164 -0.1159 0.3593  0.320
C: 2.0489 -0.0757 -0.8972  -0.690
C: -0.1003 -0.8886 0.2425  -0.446
C: -1.1401 0.1431 -0.1231  -0.320
C: -2.5427 -0.0864 0.3593  -0.586
C: -0.7289 1.3334 -0.4943  0.703
O: -0.4977 2.3634 -1.0009  -0.467
H: 1.5118 0.4579 -1.6841  0.229
H: 3.0019 0.4239 -0.7184  0.221
H: 2.2333 -1.0933 -1.2512  0.231
H: -0.3515 -1.3231 1.2125  0.233
H: -0.0327 -1.6552 -0.5304  0.211
H: -2.5537 -0.1543 1.4445  0.213
H: -3.1963 0.7221 0.0398  0.221
H: -2.9088 -1.0322 -0.0458  0.214

***

No. 5
The following is a quantum chemistry calculation of a single C6H9NO molecule in a non-equilibrium geometry, from the OMol25 dataset.

**Orbital gap**: 9.275 eV
**SMILES**: C1=COC[C@H]2N[C@H]2C1
**LUMO**: 0.96 eV
**HOMO energy**: -8.313 eV

Each line ends with the natural charge from an NBO analysis.
Positions of all 17 atoms, in Å:
C: 1.2792 0.1643 1.1884  -0.338
C: 1.4976 0.8561 -0.0365  0.151
O: 0.4722 1.0697 -0.9329  -0.536
C: -0.8571 1.1867 -0.4961  -0.090
C: -1.3587 -0.1598 -0.4311  -0.141
N: -0.5283 -1.1432 -1.1602  -0.583
C: -0.6551 -1.2516 0.3158  -0.080
C: 0.2467 -0.7706 1.5470  -0.474
H: 2.1764 0.1757 1.7804  0.219
H: 2.5779 1.0587 -0.6271  0.223
H: -1.0185 1.5565 0.5688  0.188
H: -1.4965 1.9418 -1.1006  0.208
H: -2.3110 -0.2742 -0.8089  0.200
H: 0.2645 -0.8318 -1.5921  0.366
H: -1.3832 -2.0445 0.3573  0.219
H: -0.3507 -0.4761 2.4856  0.230
H: 0.5450 -1.8123 1.9962  0.238

***

No. 6
The following is a quantum chemistry calculation of a single C6H9NO molecule in a non-equilibrium geometry, from the OMol25 dataset.

**Orbital gap**: 10.087 eV
**SMILES**: C[C@]12CON=C[C@@H]1C2
**LUMO**: 0.90 eV
**HOMO energy**: -9.185 eV

Each line ends with the natural charge from an NBO analysis.
Positions of all 17 atoms, in Å:
C: 1.6027 -0.0761 0.7005  -0.619
C: 0.4872 0.7533 0.2237  -0.094
C: -0.7307 0.6785 1.1271  -0.071
O: -1.2987 -0.6317 0.8978  -0.415
N: -0.7075 -1.5859 0.0535  -0.096
C: -0.2311 -1.1236 -1.0473  0.043
C: -0.1582 0.3670 -1.1261  -0.321
C: 0.7870 1.4602 -1.0841  -0.368
H: 2.1549 -0.4976 -0.1276  0.212
H: 2.3422 0.4242 1.3553  0.222
H: 1.1859 -0.8913 1.2893  0.225
H: -0.4168 0.7305 2.1766  0.184
H: -1.5191 1.4296 0.9499  0.197
H: 0.0368 -1.8298 -1.8387  0.207
H: -1.2008 0.6707 -1.3539  0.234
H: 0.4235 2.4753 -1.2838  0.233
H: 1.7938 1.2868 -1.4869  0.225

***

No. 7
The following is a quantum chemistry calculation of a molecular structure, C6H9NO in a non-equilibrium geometry, from the OMol25 dataset.

**Orbital gap**: 10.166 eV
**LUMO**: 0.86 eV
**HOMO energy**: -9.310 eV

Each line ends with the natural charge from an NBO analysis.
Positions of all 17 atoms, in Å:
C: 0.2735 -0.7183 2.0049  -0.643
C: 0.2835 -0.3087 0.4710  0.027
C: 0.9382 0.9170 -0.0401  -0.430
C: 0.1270 1.1726 -1.4446  -0.398
C: -0.8023 -0.1190 -1.3995  -0.181
C: 0.0903 -1.2001 -0.8424  0.526
H: 1.4035 -0.4210 2.4797  0.236
H: -0.1104 -1.8208 2.0882  0.247
H: -0.6679 0.0091 2.6946  0.238
H: 0.7974 1.7050 0.6268  0.213
H: 2.0012 0.8478 -0.0851  0.217
H: 0.8729 1.1477 -2.3094  0.214
H: -0.5439 2.0827 -1.4948  0.223
H: -1.6029 0.0856 -2.2383  0.251
H: -1.6992 -0.9445 0.2359  0.361
N: -1.2194 -0.0353 0.1012  -0.537
O: -0.1415 -2.3997 -0.8484  -0.563

***

No. 8
The following is a quantum chemistry calculation of 2 unconnected molecules or ions with the total composition C6H9NO in a non-equilibrium geometry, from the OMol25 dataset.

**Orbital gap**: 8.708 eV
**SMILES**: C=Cc1ccc[nH]1.O
**LUMO**: 0.94 eV
**HOMO energy**: -7.771 eV

Each line ends with the natural charge from an NBO analysis.
Positions of all 17 atoms, in Å:
C: -0.2395 2.0467 1.6638  -0.380
C: 0.1109 0.7461 1.5632  -0.207
C: -0.4432 -0.0787 0.5489  0.091
C: -0.2399 -1.4642 0.4784  -0.290
C: -0.7506 -1.8156 -0.8089  -0.292
C: -1.3585 -0.7130 -1.4150  -0.072
N: -1.0281 0.4053 -0.5967  -0.511
H: -1.1983 2.3779 1.1558  0.168
H: 0.2131 2.8094 2.3180  0.208
H: 0.9587 0.3672 2.0336  0.211
H: 0.1158 -2.0676 1.2832  0.224
H: -0.6801 -2.8603 -0.9636  0.221
H: -2.0671 -0.6852 -2.1759  0.212
H: -1.6402 1.2694 -0.5720  0.417
O: 2.8113 0.0842 -1.4047  -0.992
H: 2.6320 -0.5992 -0.8245  0.502
H: 2.8037 0.1776 -2.2836  0.490

***

No. 9
The following is a quantum chemistry calculation of a single C6H9NO molecule in a non-equilibrium geometry, from the OMol25 dataset.

**Orbital gap (alpha / beta)**: 6.944 / 7.716 eV
**LUMO (alpha / beta)**: -0.64 / -0.20 eV
**HOMO energy (alpha / beta)**: -7.586 / -7.911 eV

Each line ends with the natural charge from an NBO analysis.
Positions of all 17 atoms, in Å:
C: 0.4417 -0.4314 0.1572  0.052
C: -0.3718 1.1821 -0.2043  -0.035
N: 0.3548 -0.7710 1.5372  -0.865
C: -0.9374 -0.9071 -0.7254  0.078
C: -1.3598 0.5092 -0.8442  -0.185
C: 1.5778 -0.7961 -0.5447  -0.341
C: 0.1419 2.4057 0.0183  -0.388
O: -1.6706 -1.7622 0.0970  -0.724
H: -1.3078 -1.6882 1.0028  0.490
H: 0.0268 -0.0111 2.1205  0.386
H: 1.1820 -1.2153 1.9175  0.380
H: -0.7639 -1.4323 -1.6707  0.176
H: -2.2574 0.8969 -1.3113  0.202
H: 2.4905 -1.1041 -0.0469  0.179
H: 1.6170 -0.6701 -1.6183  0.193
H: -0.0718 3.2295 -0.6516  0.203
H: 0.9081 2.5652 0.7668  0.198

***

No. 10
The following is a quantum chemistry calculation of a single C6H9NO molecule in a non-equilibrium geometry, from the OMol25 dataset.

**Orbital gap**: 10.000 eV
**SMILES**: C1=C([C@H]2CO2)CNC1
**LUMO**: 0.99 eV
**HOMO energy**: -9.007 eV

Each line ends with the natural charge from an NBO analysis.
Positions of all 17 atoms, in Å:
C: 0.7368 -1.2797 0.1629  -0.229
C: -0.0650 -0.2886 -0.1931  -0.015
C: -0.3780 -0.0161 -1.6471  0.016
C: -1.4269 0.9995 -1.8111  -0.105
O: -0.1022 1.4321 -1.7060  -0.504
C: -0.1849 0.7478 0.8715  -0.267
N: 0.7948 0.2893 1.8900  -0.597
C: 0.9518 -1.1423 1.6676  -0.272
H: 0.7676 -2.1822 -0.4292  0.209
H: 0.1753 -0.5579 -2.4741  0.225
H: -1.8357 1.1103 -2.7957  0.181
H: -2.1382 1.2976 -1.0620  0.184
H: 0.1084 1.7401 0.6459  0.230
H: -1.2647 0.5816 1.1639  0.190
H: 1.6707 0.7505 1.6311  0.353
H: 1.8995 -1.7244 1.7892  0.206
H: 0.2907 -1.7575 2.2961  0.193

***

No. 11
The following is a quantum chemistry calculation of a single C6H9NO molecule in a non-equilibrium geometry, from the OMol25 dataset.

**Orbital gap (alpha / beta)**: 8.032 / 8.033 eV
**SMILES**: C=C=C[C@@H](N)C(C)=O
**LUMO (alpha / beta)**: -0.14 / -0.14 eV
**HOMO energy (alpha / beta)**: -8.177 / -8.177 eV

Each line ends with the natural charge from an NBO analysis.
Positions of all 17 atoms, in Å:
C: -1.0296 2.4940 0.2807  -0.563
C: -0.8301 1.4550 -0.4699  0.208
C: -0.6091 0.3860 -1.1828  -0.368
C: -0.1240 -0.9268 -0.6318  -0.169
N: 0.4517 -1.7925 -1.6751  -0.814
C: 0.9595 -0.6937 0.4476  0.612
C: 0.4946 -0.5174 1.8706  -0.727
O: 2.1611 -0.6247 0.1656  -0.544
H: -1.7928 3.2234 0.0354  0.238
H: -0.4384 2.6469 1.1772  0.234
H: -0.9883 0.3897 -2.2008  0.244
H: -0.9628 -1.4704 -0.1845  0.196
H: 1.4622 -1.6152 -1.6967  0.381
H: 0.1022 -1.5351 -2.5937  0.355
H: -0.5965 -0.5382 1.9305  0.220
H: 0.8959 -1.3286 2.4819  0.252
H: 0.8445 0.4479 2.2459  0.243

***

No. 12
The following is a quantum chemistry calculation of 2 unconnected molecules or ions with the total composition C6H9NO2, from the OMol25 dataset.

**Orbital gap**: 10.398 eV
**SMILES**: C[C@H]1C[C@]1(O)C#N.C=O
**LUMO**: 0.23 eV
**HOMO energy**: -10.167 eV

Each line ends with the natural charge from an NBO analysis.
Positions of all 18 atoms, in Å:
C: -1.3993 0.2039 1.1654  -0.615
C: -0.9734 -0.3778 -0.1569  -0.212
C: -1.4602 0.2410 -1.4301  -0.397
C: -0.0127 0.4231 -1.0332  0.117
O: 0.3975 1.6871 -0.6342  -0.685
C: 0.9521 -0.3394 -1.7614  0.268
N: 1.7355 -0.9648 -2.3183  -0.337
H: -0.6552 0.0155 1.9341  0.217
H: -2.3385 -0.2380 1.4777  0.217
H: -1.5371 1.2807 1.0730  0.225
H: -0.8324 -1.4524 -0.1585  0.222
H: -2.0730 1.1263 -1.3584  0.234
H: -1.6776 -0.3895 -2.2789  0.230
H: 0.9879 1.6035 0.1305  0.504
C: 2.2232 -0.7116 1.3358  0.300
O: 1.8606 0.4297 1.4647  -0.540
H: 2.5989 -1.1072 0.3789  0.137
H: 2.2037 -1.4302 2.1698  0.114

***

No. 13
The following is a quantum chemistry calculation of 2 unconnected molecules or ions with the total composition C6H9NO2 in a non-equilibrium geometry, from the OMol25 dataset.

**Orbital gap**: 10.087 eV
**SMILES**: C[C@@H]1C/C1=N\O.C=C=O
**LUMO**: 0.75 eV
**HOMO energy**: -9.333 eV

Each line ends with the natural charge from an NBO analysis.
Positions of all 18 atoms, in Å:
C: 2.1175 2.1128 -0.7998  -0.605
C: 0.7685 1.4013 -0.4823  -0.231
C: 0.5040 0.7349 0.8514  -0.481
C: 0.6113 -0.1136 -0.3969  0.238
N: 0.7016 -1.1959 -1.0151  -0.140
O: 0.3189 -2.3826 -0.2542  -0.600
H: 2.2973 1.8637 -1.8229  0.222
H: 2.9642 1.9205 -0.2257  0.212
H: 1.9174 3.1206 -0.6244  0.211
H: -0.1080 1.9280 -0.8806  0.227
H: -0.5760 0.7900 1.1512  0.245
H: 1.3143 0.8988 1.5285  0.236
H: -0.1048 -2.9079 -0.9659  0.473
C: -2.5300 -2.0755 1.0249  -0.793
C: -2.6354 -0.8967 0.5768  0.694
O: -2.5500 0.1243 0.0247  -0.482
H: -1.6275 -2.6888 0.6819  0.302
H: -3.3831 -2.6338 1.6284  0.272